Below is a molecular structure, C42H36F5IrN4PS, with properties calculated with wB97M-V/def2-TZVPD.

Geometry as ORCA input:
```
! wB97M-V def2-TZVPD RIJCOSX def2/J DEFGRID3
* xyz 2 2
Ir -0.576 0.740 -0.933
F 4.275 0.965 4.776
C 3.238 0.908 3.961
C 3.338 0.229 2.758
F 4.477 -0.378 2.436
C 2.255 0.171 1.903
F 2.411 -0.500 0.758
C 1.036 0.760 2.222
S -0.483 0.620 1.344
C 0.963 1.434 3.446
F -0.180 2.005 3.816
C 2.042 1.523 4.305
F 1.938 2.181 5.448
C -0.955 2.725 -4.887
C -0.418 2.109 -3.755
N -1.177 1.663 -2.766
C -2.525 1.809 -2.852
C -3.145 2.405 -3.953
C -2.316 2.868 -4.991
C -4.576 2.516 -3.975
C -5.319 2.037 -2.956
C -4.704 1.408 -1.821
C -5.440 0.860 -0.756
C -4.772 0.253 0.275
C -3.376 0.215 0.259
N -2.654 0.746 -0.715
C -3.312 1.317 -1.763
H -0.293 3.072 -5.667
H 0.648 1.965 -3.642
H -2.759 3.331 -5.864
H -5.045 2.987 -4.828
H -6.398 2.116 -2.975
H -6.521 0.916 -0.764
H -5.299 -0.186 1.110
H -2.836 -0.240 1.078
C -3.602 -5.144 3.118
C -4.013 -4.248 2.137
C -3.127 -3.306 1.650
C -1.813 -3.257 2.126
C -1.406 -4.160 3.108
C -2.302 -5.099 3.598
P -0.711 -1.999 1.441
C 0.928 -2.309 2.110
C 1.974 -2.806 1.335
C 3.216 -3.025 1.912
C 3.422 -2.739 3.254
C 2.385 -2.235 4.030
C 1.143 -2.014 3.460
C -0.700 -2.262 -0.346
C -0.764 -3.594 -0.782
C -0.774 -3.917 -2.125
C -0.751 -2.899 -3.066
C -0.710 -1.573 -2.654
C -0.675 -1.234 -1.300
H -4.296 -5.878 3.505
H -5.024 -4.290 1.755
H -3.453 -2.624 0.872
H -0.391 -4.149 3.479
H -1.978 -5.801 4.354
H 1.817 -3.033 0.288
H 4.023 -3.426 1.314
H 4.393 -2.912 3.700
H 2.546 -2.015 5.077
H 0.334 -1.622 4.067
H -0.803 -4.389 -0.048
H -0.808 -4.952 -2.434
H -0.773 -3.131 -4.123
H -0.720 -0.794 -3.405
C 0.996 4.570 -1.325
C 1.405 3.387 -0.459
N 2.562 2.660 -0.988
C 3.850 3.358 -0.813
C 4.542 3.012 0.494
C 2.493 1.429 -1.501
C 3.748 0.826 -2.067
N 1.377 0.748 -1.612
H 0.064 4.993 -0.951
H 0.843 4.264 -2.361
H 1.741 5.364 -1.315
H 0.569 2.694 -0.358
H 1.647 3.715 0.554
H 3.631 4.424 -0.842
H 4.489 3.157 -1.669
H 3.909 3.260 1.348
H 5.463 3.587 0.588
H 4.797 1.954 0.555
H 4.136 1.433 -2.885
H 3.549 -0.174 -2.442
H 4.523 0.757 -1.305
H 1.540 -0.133 -2.083
*
```

Computed properties:
Relative energy (zero: lowest compared OMol25 entry of this formula, charge and spin) = 65.1 kJ/mol
Molar mass = 947.026 g mol⁻¹
Kohn-Sham gap (alpha / beta) = 5.7 / 6.7 eV
Electronic energy = -3183.84520 hartree